Arrangement P

7 unconnected molecules or ions with the total composition H14O7. Source: the OMol25 dataset; level of theory: the ωB97M-V functional and the def2-TZVPD basis.

CARTESIAN COORDINATES (ANGSTROEM)
O1 -2.407 -0.073 -0.941
H1 -1.983 0.736 -1.307
H2 -3.234 0.244 -0.644
O2 0.756 1.810 -0.050
H3 -0.050 1.279 -0.067
H4 1.305 1.410 0.627
O3 0.030 0.699 3.323
H5 -0.343 0.136 2.601
H6 0.926 0.796 2.936
O4 1.381 -1.490 -0.925
H7 1.322 -1.884 -1.788
H8 2.246 -1.743 -0.544
O5 2.272 0.874 1.775
H9 2.999 1.252 2.236
H10 2.588 0.188 1.239
O6 -1.677 -0.794 -3.509
H11 -2.433 -0.500 -4.023
H12 -1.835 -0.793 -2.582
O7 -0.622 -0.536 0.892
H13 -1.283 -0.483 0.224
H14 0.041 -1.126 0.525

The calculation puts the LUMO energy at 0.0 eV. The HOMO-LUMO gap comes out at 9.81 eV. As for the multiplicity: 1.



Arrangement Q

7 unconnected molecules or ions with the total composition H14O7. Source: the OMol25 dataset; level of theory: the ωB97M-V functional and the def2-TZVPD basis.

CARTESIAN COORDINATES (ANGSTROEM)
O1 1.006 1.500 -1.232
H1 0.994 2.027 -2.072
H2 0.847 0.584 -1.550
O2 -1.211 1.728 0.472
H3 -0.536 1.897 -0.215
H4 -0.728 1.312 1.199
O3 2.530 -0.031 0.526
H5 2.273 -0.790 -0.091
H6 2.253 0.725 -0.031
O4 0.283 0.012 2.045
H7 0.577 -0.092 2.978
H8 1.133 -0.029 1.489
O5 -0.835 -1.734 0.388
H9 -1.650 -1.300 0.036
H10 -0.522 -1.198 1.153
O6 -2.711 -0.183 -0.655
H11 -3.695 -0.243 -0.402
H12 -2.303 0.586 -0.106
O7 1.000 -1.307 -1.274
H13 1.100 -1.980 -1.944
H14 0.193 -1.487 -0.714

The calculation puts the LUMO energy at 0.5 eV. The HOMO-LUMO gap comes out at 11.55 eV. As for the multiplicity: 1.



Energies relative to the minimum, hartree: arrangement P 0.0664; arrangement Q 0.0000



Arrangement P

7 unconnected molecules or ions with the total composition H14O7. Source: the OMol25 dataset; level of theory: the ωB97M-V functional and the def2-TZVPD basis.

CARTESIAN COORDINATES (ANGSTROEM)
O1 -1.643 1.842 -1.458
H1 -1.268 2.215 -2.291
H2 -0.932 1.368 -1.200
O2 -0.758 -3.414 -0.481
H3 -0.123 -2.925 -1.009
H4 -1.665 -2.985 -0.508
O3 -1.466 -0.586 -2.374
H5 -2.038 0.150 -2.577
H6 -0.661 -0.261 -1.906
O4 1.513 2.592 1.135
H7 1.424 2.121 0.278
H8 1.664 1.897 1.689
O5 0.238 0.740 2.346
H9 0.417 1.321 3.062
H10 0.940 -0.016 2.341
O6 -1.392 -0.817 -0.504
H11 -1.654 -0.486 0.294
H12 -0.548 -1.230 -0.249
O7 2.973 -0.787 1.071
H13 2.403 -0.357 0.422
H14 2.577 -0.382 1.917

The calculation puts the LUMO energy at -0.6 eV. The HOMO-LUMO gap comes out at 8.72 eV. As for the multiplicity: 1.



Arrangement Q

7 unconnected molecules or ions with the total composition H14O7. Source: the OMol25 dataset; level of theory: the ωB97M-V functional and the def2-TZVPD basis.

CARTESIAN COORDINATES (ANGSTROEM)
O1 0.248 -1.322 0.246
H1 0.404 -2.109 0.781
H2 0.684 -0.557 0.641
O2 -0.382 -4.538 1.225
H3 -0.848 -5.093 0.591
H4 -0.432 -5.054 2.041
O3 3.439 -1.705 -1.601
H5 3.281 -2.408 -0.973
H6 2.720 -1.673 -2.235
O4 -3.227 2.306 2.203
H7 -2.568 1.738 2.598
H8 -2.697 3.009 1.783
O5 1.847 1.143 -2.269
H9 2.435 1.787 -1.871
H10 1.240 1.568 -2.868
O6 -0.799 3.164 0.988
H11 -0.946 2.401 0.386
H12 -0.867 3.951 0.431
O7 -1.202 1.042 -0.809
H13 -1.517 0.585 -0.019
H14 -0.442 0.451 -0.942

The calculation puts the LUMO energy at 0.3 eV. The HOMO-LUMO gap comes out at 11.17 eV. As for the multiplicity: 1.



Arrangement R

7 unconnected molecules or ions with the total composition H14O7. Source: the OMol25 dataset; level of theory: the ωB97M-V functional and the def2-TZVPD basis.

CARTESIAN COORDINATES (ANGSTROEM)
O1 -1.631 0.981 0.926
H1 -2.350 1.444 1.354
H2 -1.086 0.481 1.572
O2 -0.354 1.173 -1.510
H3 -1.092 1.101 -0.858
H4 -0.160 0.262 -1.809
O3 -1.986 -1.528 -0.151
H5 -1.266 -1.407 0.529
H6 -2.137 -0.605 -0.480
O4 0.464 -1.517 -1.654
H7 0.599 -1.963 -2.441
H8 -0.403 -1.812 -1.221
O5 2.206 -0.303 0.299
H9 2.178 0.737 0.300
H10 1.776 -0.461 -0.574
O6 1.290 2.236 0.397
H11 1.743 2.942 -0.014
H12 0.650 1.916 -0.272
O7 0.091 -1.032 1.806
H13 0.080 -1.975 1.817
H14 0.820 -0.744 1.196

The calculation puts the LUMO energy at 0.4 eV. The HOMO-LUMO gap comes out at 11.52 eV. As for the multiplicity: 1.



Energies relative to the minimum, hartree: arrangement P 0.1950; arrangement Q 0.0342; arrangement R 0.0000



Arrangement P

7 unconnected molecules or ions with the total composition H14O7. Source: the OMol25 dataset; level of theory: the ωB97M-V functional and the def2-TZVPD basis.

CARTESIAN COORDINATES (ANGSTROEM)
O1 -0.777 0.104 -0.986
H1 -0.170 -0.162 -0.365
H2 -0.394 0.143 -1.864
O2 3.074 -1.946 0.165
H3 2.811 -2.840 0.235
H4 3.966 -1.982 0.550
O3 -2.123 1.871 -0.280
H5 -1.985 1.699 -1.227
H6 -1.679 2.749 0.000
O4 3.816 3.053 0.392
H7 3.123 3.789 0.423
H8 3.180 2.354 0.194
O5 0.635 -2.237 -0.840
H9 0.741 -1.699 -0.055
H10 1.061 -3.023 -0.565
O6 -3.771 0.192 0.146
H11 -4.464 0.387 -0.516
H12 -2.962 0.331 -0.258
O7 -1.737 -0.990 1.831
H13 -1.119 -0.294 1.849
H14 -1.227 -1.501 1.172

The calculation puts the LUMO energy at -0.2 eV. The HOMO-LUMO gap comes out at 9.51 eV. As for the multiplicity: 1.



Arrangement Q

7 unconnected molecules or ions with the total composition H14O7. Source: the OMol25 dataset; level of theory: the ωB97M-V functional and the def2-TZVPD basis.

CARTESIAN COORDINATES (ANGSTROEM)
O1 -0.899 0.900 0.207
H1 -0.707 1.735 -0.109
H2 -0.077 0.518 0.522
O2 4.486 0.868 1.483
H3 3.794 0.988 2.180
H4 5.068 0.211 1.752
O3 3.553 1.115 -1.087
H5 4.315 1.431 -0.502
H6 3.037 0.461 -0.672
O4 -1.377 -3.332 -1.930
H7 -2.074 -2.729 -1.757
H8 -1.587 -4.041 -1.232
O5 -4.968 4.307 -0.258
H9 -4.058 4.247 -0.589
H10 -4.820 3.948 0.554
O6 -3.069 -3.324 1.833
H11 -2.887 -2.336 1.962
H12 -2.294 -3.856 1.708
O7 1.349 -0.414 -1.003
H13 1.134 0.225 -1.720
H14 2.079 -0.922 -1.344

The calculation puts the LUMO energy at 0.2 eV. The HOMO-LUMO gap comes out at 11.18 eV. As for the multiplicity: 1.



Arrangement R

7 unconnected molecules or ions with the total composition H14O7. Source: the OMol25 dataset; level of theory: the ωB97M-V functional and the def2-TZVPD basis.

CARTESIAN COORDINATES (ANGSTROEM)
O1 0.199 0.793 -0.587
H1 0.499 0.102 0.015
H2 0.051 1.554 -0.015
O2 2.642 -1.951 -0.362
H3 1.896 -1.570 0.115
H4 2.244 -2.342 -1.148
O3 -0.818 -2.153 1.403
H5 -1.675 -1.803 1.672
H6 -0.377 -1.402 0.991
O4 -3.272 -2.940 0.250
H7 -3.216 -2.150 0.799
H8 -3.999 -3.442 0.636
O5 2.902 1.439 -0.518
H9 3.754 0.996 -0.432
H10 2.587 1.176 -1.390
O6 1.613 4.264 0.492
H11 1.329 3.440 0.080
H12 0.881 4.870 0.333
O7 -2.159 0.666 -0.853
H13 -2.159 0.061 -0.103
H14 -2.921 0.391 -1.376

The calculation puts the LUMO energy at -0.2 eV. The HOMO-LUMO gap comes out at 10.67 eV. As for the multiplicity: 1.



Arrangement S

A molecular structure, H14O7. Source: the OMol25 dataset; level of theory: the ωB97M-V functional and the def2-TZVPD basis.

CARTESIAN COORDINATES (ANGSTROEM)
O1 -3.970 8.726 18.145
H1 -4.796 8.880 18.604
H2 -3.575 9.594 18.066
O2 -7.039 7.220 16.577
H3 -7.751 6.980 17.170
H4 -7.468 7.699 15.868
O3 -7.573 9.587 18.754
H5 -8.073 9.286 17.996
H6 -6.921 8.902 18.900
O4 -3.831 8.767 16.045
H7 -3.970 8.354 16.897
H8 -3.506 8.061 15.486
O5 -6.170 7.961 18.354
H9 -6.714 7.657 17.628
H10 -5.275 7.921 18.016
O6 -5.170 6.892 15.890
H11 -5.988 7.387 15.845
H12 -5.318 6.247 16.581
O7 -6.259 7.211 20.318
H13 -6.769 6.404 20.248
H14 -6.160 7.511 19.414

The calculation puts the LUMO energy at -0.7 eV. The HOMO-LUMO gap comes out at 8.96 eV. As for the multiplicity: 1.



Energies relative to the minimum, hartree: arrangement P 0.0514; arrangement Q 0.0000; arrangement R 0.0105; arrangement S 0.2996



Arrangement P

2 unconnected molecules or ions with the total composition C4H13N2. Source: the OMol25 dataset; level of theory: the ωB97M-V functional and the def2-TZVPD basis.

CARTESIAN COORDINATES (ANGSTROEM)
C1 -2.648 -0.047 -1.105
N1 -3.210 -0.199 0.143
C2 -1.115 -0.813 -1.244
N2 -0.453 -0.271 -0.263
C3 2.955 1.075 0.581
C4 2.557 -0.050 1.545
H1 -2.556 1.007 -1.326
H2 -3.359 -0.575 -1.742
H3 -2.625 0.058 0.923
H4 -3.831 -0.981 0.308
H5 -0.622 -0.748 -2.212
H6 -1.382 -1.862 -1.055
H7 3.603 1.827 1.001
H8 0.117 0.443 -0.739
H9 2.044 1.565 0.213
H10 3.318 0.682 -0.371
H11 2.575 0.157 2.613
H12 3.123 -0.965 1.383
H13 1.510 -0.304 1.345

As for the net charge: +1. The calculation puts the LUMO energy at -8.0 eV. The HOMO-LUMO gap comes out at 6.56 eV. As for the multiplicity: 1.



Arrangement Q

2 unconnected molecules or ions with the total composition C4H13N2. Source: the OMol25 dataset; level of theory: the ωB97M-V functional and the def2-TZVPD basis.

CARTESIAN COORDINATES (ANGSTROEM)
C1 -1.543 -0.092 1.109
C2 -0.869 -0.936 -1.037
C3 1.946 -0.810 -0.123
C4 -0.428 -0.508 0.237
N1 0.261 2.084 -0.376
N2 0.744 -0.544 0.717
H1 -2.165 -1.106 1.145
H2 -2.134 0.661 0.622
H3 -1.255 0.022 2.093
H4 0.046 -0.778 -1.649
H5 -1.685 -0.354 -1.379
H6 -0.913 -2.054 -0.993
H7 1.822 -0.416 -1.094
H8 2.788 -0.449 0.403
H9 1.844 -1.925 -0.159
H10 -0.160 2.250 0.487
H11 -0.290 2.411 -1.105
H12 0.792 0.044 1.518
H13 1.199 2.499 -0.417

As for the net charge: +1. The calculation puts the LUMO energy at -3.6 eV. The HOMO-LUMO gap comes out at 10.68 eV. As for the multiplicity: 1.



Arrangement R

A gas-phase ion, C4H13N2 (charge +1). Source: the OMol25 dataset; level of theory: the ωB97M-V functional and the def2-TZVPD basis.

CARTESIAN COORDINATES (ANGSTROEM)
C1 2.291 0.734 0.156
N1 1.185 -0.140 0.620
C2 -0.287 0.165 0.077
C3 -0.203 0.097 -1.447
C4 -1.259 -0.717 0.864
N2 -2.558 -0.738 0.167
H1 2.000 1.764 -0.046
H2 2.593 0.329 -0.807
H3 3.137 0.754 0.838
H4 1.290 -1.103 0.321
H5 1.186 -0.114 1.638
H6 -0.324 1.183 0.458
H7 0.500 0.858 -1.788
H8 -1.125 0.611 -1.723
H9 -0.168 -0.852 -1.971
H10 -0.989 -1.786 0.830
H11 -1.356 -0.355 1.876
H12 -3.286 -0.295 0.713
H13 -2.628 -0.394 -0.774

As for the net charge: +1. The calculation puts the LUMO energy at -3.3 eV. The HOMO-LUMO gap comes out at 9.89 eV. As for the multiplicity: 1.



Energies relative to the minimum, hartree: arrangement P 0.1496; arrangement Q 0.0030; arrangement R 0.0000